Record 1
C6H9N | ωB97M-V/def2-TZVPD

```
16
Properties=species:S:1:pos:R:3
H 3.696 0.352 1.874
C -0.016 -0.975 -0.533
H 0.036 -2.059 -0.372
H 0.365 -0.791 -1.544
H -2.778 1.196 -0.901
C -1.928 0.634 -1.283
C 0.879 -0.303 0.415
C 1.724 0.216 1.100
N -2.153 -0.721 -1.789
H 2.862 1.902 1.690
H -1.211 1.224 -1.849
H 2.406 0.797 3.005
H -3.118 -1.004 -1.652
C -1.467 -0.541 -0.514
H -2.020 -0.775 0.396
C 2.724 0.849 1.958
```

## Properties
Lowest unoccupied orbital energy   1.04 eV
Relative energy (zero: lowest compared OMol25 entry of this formula, charge and spin)   65.4 kcal/mol
Highest occupied orbital energy   -9.34 eV
Frontier orbital gap   10.38 eV
Spin multiplicity   1
Net charge   0

Atom charges from the Löwdin analysis, given in e for atoms 1 to 6: atom 1 (H): 0.076, atom 2 (C): -0.177, atom 3 (H): 0.119, atom 4 (H): 0.122, atom 5 (H): 0.101, atom 6 (C): -0.148

=====

Record 2
C6H9N | ωB97M-V/def2-TZVPD

```
16
Properties=species:S:1:pos:R:3
C 1.498 -1.062 -0.303
C -1.173 0.710 -0.741
H 0.242 -1.256 -2.083
H -0.908 -0.972 0.764
C 1.277 -0.105 0.478
N -2.355 -0.039 -0.810
H -2.900 0.147 0.040
H 2.621 0.983 1.614
H -0.732 0.940 -1.719
H 1.044 0.781 2.406
C -0.516 -0.539 -0.154
H -0.009 -2.568 -0.902
H -1.117 1.594 -0.088
H 1.230 1.942 1.076
C 0.258 -1.515 -1.024
C 1.540 0.960 1.447
```

## Properties
Lowest unoccupied orbital energy (spin up / spin down)   0.02 / 0.09 eV
Relative energy (zero: lowest compared OMol25 entry of this formula, charge and spin)   147.8 kcal/mol
Highest occupied orbital energy (spin up / spin down)   -7.27 / -7.64 eV
Frontier orbital gap (spin up / spin down)   7.29 / 7.73 eV
Spin multiplicity   1
Net charge   0

Atom charges from the Löwdin analysis, given in e for atoms 1 to 6: atom 1 (C): 0.028, atom 2 (C): -0.354, atom 3 (H): 0.114, atom 4 (H): 0.134, atom 5 (C): -0.145, atom 6 (N): -0.007

=====

Record 3
C6H9N | ωB97M-V/def2-TZVPD

```
16
Properties=species:S:1:pos:R:3
H 0.153 1.659 0.613
H 2.478 1.720 -0.630
C 2.719 0.771 -0.167
H -1.637 -2.009 -0.732
C 1.778 -0.007 0.353
H 2.025 -0.960 0.805
C 0.168 0.589 0.514
H -1.799 2.199 -0.646
H -0.655 -2.336 0.689
H 3.777 0.560 -0.058
H -3.008 -0.172 0.483
C -2.214 0.500 0.146
C -0.702 -1.753 -0.232
C -0.632 -0.311 0.064
H 0.117 -2.060 -0.879
N -2.569 1.610 -0.321
```

## Properties
Lowest unoccupied orbital energy   0.96 eV
Relative energy (zero: lowest compared OMol25 entry of this formula, charge and spin)   91.1 kcal/mol
Highest occupied orbital energy   -8.96 eV
Frontier orbital gap   9.93 eV
Spin multiplicity   1
Net charge   0

Atom charges from the Löwdin analysis, given in e for atoms 1 to 6: atom 1 (H): 0.092, atom 2 (H): 0.050, atom 3 (C): -0.045, atom 4 (H): 0.078, atom 5 (C): -0.122, atom 6 (H): 0.078

=====

Record 4
C6H9N | ωB97M-V/def2-TZVPD

```
16
Properties=species:S:1:pos:R:3
H 0.131 -0.899 -2.331
C -0.211 -0.706 1.761
C 0.028 0.956 -1.107
H -1.829 -0.112 -0.980
C -0.795 -0.162 0.857
H -0.271 -2.002 3.394
C 0.627 0.044 -2.100
C -1.219 0.542 -0.347
H 0.698 1.598 -0.530
H -1.810 1.427 -0.087
C 0.450 -1.361 2.881
H 0.825 -0.603 3.577
H 0.519 1.974 -2.770
N -0.136 1.241 -2.514
H 1.286 -1.974 2.528
H 1.709 0.040 -2.231
```

## Properties
Lowest unoccupied orbital energy   1.00 eV
Relative energy (zero: lowest compared OMol25 entry of this formula, charge and spin)   66.1 kcal/mol
Highest occupied orbital energy   -9.40 eV
Frontier orbital gap   10.40 eV
Spin multiplicity   1
Net charge   0

Atom charges from the Löwdin analysis, given in e for atoms 1 to 6: atom 1 (H): 0.104, atom 2 (C): -0.088, atom 3 (C): -0.364, atom 4 (H): 0.121, atom 5 (C): -0.046, atom 6 (H): 0.077

=====

Record 5
C6H9N | ωB97M-V/def2-TZVPD

```
16
Properties=species:S:1:pos:R:3
H 1.624 2.167 0.369
N 1.129 1.323 -0.006
C -0.904 -1.937 0.496
C -0.251 0.719 0.078
H -1.992 -1.841 0.645
C -0.086 -0.672 0.066
C 1.311 -0.906 -0.173
H -0.979 2.137 -1.242
C -1.402 1.636 -0.362
H -1.581 2.375 0.420
H 3.067 0.364 -0.115
H 1.704 -1.800 -0.632
C 1.988 0.266 -0.127
H -0.501 -2.304 1.466
H -0.735 -2.788 -0.188
H -2.387 1.240 -0.697
```

## Properties
Lowest unoccupied orbital energy   1.08 eV
Relative energy (zero: lowest compared OMol25 entry of this formula, charge and spin)   38.9 kcal/mol
Highest occupied orbital energy   -7.75 eV
Frontier orbital gap   8.83 eV
Spin multiplicity   1
Net charge   0

Atom charges from the Löwdin analysis, given in e for atoms 1 to 6: atom 1 (H): 0.159, atom 2 (N): 0.034, atom 3 (C): -0.051, atom 4 (C): -0.199, atom 5 (H): 0.063, atom 6 (C): -0.222

=====

Record 6
C6H9N | ωB97M-V/def2-TZVPD

```
16
Properties=species:S:1:pos:R:3
N 1.011 1.297 0.609
H -2.183 0.840 -0.414
C -0.274 0.704 0.479
H 1.615 -1.673 -0.781
C -1.016 -1.831 0.584
H -0.664 -2.790 0.195
H -1.242 2.437 -0.210
H -1.237 -1.948 1.650
H -1.962 -1.591 0.085
H 0.973 0.986 -1.421
C 1.149 -0.802 -0.333
C -0.019 -0.753 0.316
H 0.955 2.300 0.456
C -1.305 1.362 -0.055
C 1.598 0.623 -0.563
H 2.665 0.806 -0.708
```

## Properties
Lowest unoccupied orbital energy   1.12 eV
Relative energy (zero: lowest compared OMol25 entry of this formula, charge and spin)   44.4 kcal/mol
Highest occupied orbital energy   -8.38 eV
Frontier orbital gap   9.50 eV
Spin multiplicity   1
Net charge   0

Atom charges from the Löwdin analysis, given in e for atoms 1 to 6: atom 1 (N): -0.001, atom 2 (H): 0.055, atom 3 (C): -0.347, atom 4 (H): 0.110, atom 5 (C): -0.042, atom 6 (H): 0.078

=====

In eV, the calculated total energy values for the records above are, in order, -7855.326 -7851.750 -7854.207 -7855.293 -7856.471 -7856.235.